## i
A cluster of 3 separate species, C4H10N2 in total, computed with ωB97M-V/def2-TZVPD.

Properties
Net charge   0
HOMO-LUMO gap   2.79 eV
HOMO level   -6.42 eV

```
16
C4H10N2 ωB97M-V/def2-TZVPD
C 3.110 0.176 -0.765
C -2.301 -1.050 0.607
C -2.018 -0.576 -0.669
C 0.535 0.681 1.048
N -2.139 0.675 -1.023
N 2.902 -0.733 0.048
H 3.885 0.057 -1.521
H 2.534 1.113 -0.760
H -2.210 -2.105 0.816
H -2.688 -0.383 1.366
H -0.088 0.132 1.749
H -0.043 1.484 0.580
H -1.658 -1.337 -1.370
H -2.112 0.777 -2.036
H 0.928 -0.009 0.312
H 1.364 1.098 1.619
```

natural (NBO) atomic charge list, values in e, 2 entries: -0.220, -0.271



## ii
A cluster of 2 separate species, C4H10N2 in total, computed with ωB97M-V/def2-TZVPD.

Properties
Net charge   0
HOMO-LUMO gap   10.01 eV
HOMO level   -9.22 eV

```
16
C4H10N2 ωB97M-V/def2-TZVPD
H 5.213 0.302 -2.451
N 4.288 0.029 -2.796
C 3.569 -0.094 -1.733
N 2.286 -0.593 -1.913
H 3.742 0.471 -0.821
H 2.345 -1.316 -2.616
H 1.576 -0.589 -1.221
C -1.359 0.918 1.448
C -2.633 0.653 1.751
C -3.321 -0.677 1.594
H -0.982 1.908 1.693
H -0.815 0.536 0.589
H -3.313 1.490 1.904
H -3.155 -1.355 2.431
H -3.051 -1.204 0.676
H -4.391 -0.478 1.464
```

natural (NBO) atomic charge list, values in e, 2 entries: 0.331, -0.698



## iii
A cluster of 2 separate species, C4H10N2 in total, computed with ωB97M-V/def2-TZVPD.

Properties
Net charge   0
HOMO-LUMO gap   10.03 eV
HOMO level   -9.13 eV

```
16
C4H10N2 ωB97M-V/def2-TZVPD
H 0.124 3.077 2.011
N 0.963 2.967 1.453
C 1.189 1.714 1.304
N 2.089 1.301 0.367
H 0.627 1.023 1.918
H 2.480 2.028 -0.215
H 1.911 0.388 -0.026
C -0.270 -2.441 -0.297
C -0.689 -1.503 -1.137
C -1.891 -0.664 -0.863
H 0.540 -3.102 -0.608
H -0.391 -2.369 0.779
H -0.140 -1.260 -2.045
H -1.664 0.361 -1.321
H -2.718 -1.027 -1.487
H -2.160 -0.494 0.168
```

natural (NBO) atomic charge list, values in e, 2 entries: 0.334, -0.728



## iv
A structure of composition C4H10N2, computed with ωB97M-V/def2-TZVPD.

Properties
Net charge   0
HOMO-LUMO gap   8.80 eV
HOMO level   -7.88 eV

```
16
C4H10N2 ωB97M-V/def2-TZVPD
C -1.222 0.499 -2.425
C 0.502 0.100 0.743
C -0.118 -1.143 1.290
C 1.577 0.810 1.555
H -1.739 -0.573 -3.073
H -2.142 1.359 -2.234
H -0.126 1.001 -3.057
H -0.833 -1.150 -0.992
H 0.443 -1.466 2.166
H -0.035 -1.951 0.507
H -1.220 -0.946 1.583
H 2.531 1.060 1.087
H 1.864 0.069 2.368
H 1.130 1.739 2.031
N -0.797 0.002 -1.133
N 0.184 0.591 -0.416
```

natural (NBO) atomic charge list, values in e, 2 entries: -0.417, 0.189



Quick one: least stable of them? i



## i
A structure of composition C4H10N2, computed with ωB97M-V/def2-TZVPD.

Properties
Net charge   0
HOMO-LUMO gap   8.44 eV
HOMO level   -8.37 eV

```
16
C4H10N2 ωB97M-V/def2-TZVPD
C -0.460 -0.851 0.542
C -1.127 0.483 0.661
C -0.347 1.558 1.142
C 0.401 -0.438 -0.690
N 0.545 -1.513 -1.652
N 1.531 0.337 -0.458
H 1.160 -1.203 -2.396
H -0.350 -1.784 -2.047
H 2.056 -0.055 0.323
H 0.167 -1.108 1.398
H -1.151 -1.658 0.300
H -2.121 0.620 0.257
H -0.382 0.363 -1.086
H -0.797 2.545 1.090
H 0.802 1.306 0.481
H 0.073 1.398 2.137
```

natural (NBO) atomic charge list, values in e, 2 entries: -0.496, 0.009



## ii
A cluster of 2 separate species, C4H10N2 in total, computed with ωB97M-V/def2-TZVPD.

Properties
Net charge   0
HOMO-LUMO gap (spin up / spin down)   8.36 / 8.36 eV
HOMO level (spin up / spin down)   -7.68 / -7.68 eV

```
16
C4H10N2 ωB97M-V/def2-TZVPD
C 1.678 -0.363 0.499
C 1.090 -0.606 -0.695
N 0.048 0.143 -1.201
C 0.007 1.586 -1.010
H 0.886 -1.050 1.301
H 1.611 0.639 0.907
H 1.076 -1.618 -1.091
H -0.268 -0.150 -2.116
H -0.135 1.803 0.050
H -0.810 1.989 -1.603
H 0.952 2.053 -1.314
C -0.872 -0.844 1.541
N -1.625 -0.404 0.556
H -0.912 -1.882 1.870
H -0.778 -0.138 2.361
H -1.949 -1.157 -0.055
```

natural (NBO) atomic charge list, values in e, 2 entries: -0.638, 0.071



Quick one: least stable of them? ii



## i
A cluster of 3 separate species, C4H10N2 in total, computed with ωB97M-V/def2-TZVPD.

Properties
Net charge   0
HOMO-LUMO gap (spin up / spin down)   9.77 / 7.47 eV
HOMO level (spin up / spin down)   -8.97 / -7.29 eV

```
16
C4H10N2 ωB97M-V/def2-TZVPD
C -1.233 1.141 -1.285
C 1.399 -0.178 -0.915
N 0.063 -0.557 -0.421
C -0.458 0.023 0.563
N 0.713 -1.701 1.485
C -1.077 0.535 1.593
H 1.720 -1.706 1.312
H 0.368 -2.564 1.060
H 1.934 0.474 -0.223
H -2.253 0.977 -0.970
H -0.991 0.761 -2.267
H -0.783 2.090 -1.017
H 1.958 -1.096 -1.075
H 1.278 0.323 -1.875
H -0.920 0.082 2.559
H -1.718 1.396 1.477
```

natural (NBO) atomic charge list, values in e, 2 entries: -0.590, -0.427



## ii
The molecule C4H10N2, computed with ωB97M-V/def2-TZVPD.

Properties
Net charge   0
HOMO-LUMO gap   9.58 eV
HOMO level   -8.52 eV

```
16
C4H10N2 ωB97M-V/def2-TZVPD
C -2.223 0.571 -0.276
C -1.217 0.040 0.824
N 0.001 0.700 0.484
C 1.036 0.149 0.003
C 1.286 -1.309 -0.303
N 2.112 0.965 -0.284
H -3.205 0.165 -0.064
H -1.943 0.265 -1.286
H -2.282 1.656 -0.229
H -1.547 0.441 1.786
H -1.176 -1.058 0.836
H 0.372 -1.888 -0.349
H 1.917 -1.735 0.455
H 1.797 -1.386 -1.294
H 2.062 1.895 0.117
H 3.011 0.528 -0.417
```

natural (NBO) atomic charge list, values in e, 2 entries: -0.600, -0.225



## iii
The molecule C4H10N2, computed with ωB97M-V/def2-TZVPD.

Properties
Net charge   0
HOMO-LUMO gap   9.93 eV
HOMO level   -8.80 eV

```
16
C4H10N2 ωB97M-V/def2-TZVPD
N -2.416 0.260 -0.096
C -1.327 -0.706 -0.299
C -0.010 -0.375 0.420
C 0.672 1.015 -0.018
C 1.916 0.222 -0.183
N 1.185 -1.024 -0.179
H -2.733 0.284 0.888
H -2.060 1.146 -0.401
H -1.097 -0.693 -1.358
H -1.652 -1.710 -0.025
H -0.089 -0.448 1.556
H 0.223 1.325 -1.006
H 0.586 1.849 0.668
H 2.560 0.370 -1.061
H 2.638 0.290 0.704
H 1.604 -1.803 0.392
```

natural (NBO) atomic charge list, values in e, 2 entries: -0.830, -0.230



Quick one: least stable of them? i